Entry 1:
# C20H21EuO2

A structure of composition C20H21EuO2 (wB97M-V/def2-TZVPD, the Open Molecules 2025 dataset).

spin multiplicity	8
net charge	-1
HOMO energy (spin up / spin down)	-0.46 / -2.87	eV
⟨S²⟩	15.7928

Element x y z (Å)
C (-1.2416, 0.3687, 1.5606)
C (-0.3774, -0.6188, 2.1005)
C (0.7929, 0.0342, 2.5832)
H (-0.6305, -1.6769, 2.1833)
C (0.6455, 1.4406, 2.3322)
C (-0.6058, 1.6405, 1.6573)
H (-1.0201, 2.5868, 1.2953)
H (-2.2466, 0.1739, 1.1863)
H (1.6186, -0.4447, 3.1175)
H (1.3412, 2.2232, 2.6379)
C (0.2054, -1.4171, -2.1191)
C (-0.9903, -1.4188, -1.3463)
C (-1.5655, -0.1222, -1.4021)
H (-1.4333, -2.2718, -0.8282)
C (-0.7198, 0.7099, -2.1957)
C (0.3549, -0.1112, -2.6856)
H (1.1269, 0.2047, -3.3920)
H (0.8427, -2.2892, -2.2981)
H (-2.5114, 0.1693, -0.9378)
H (-0.8819, 1.7725, -2.3925)
Eu (1.1775, 0.5670, -0.1623)
O (3.5132, 0.9933, -0.1341)
C (4.4830, 0.2315, 0.6705)
C (4.7701, 1.6831, 0.5059)
H (4.1116, -0.0931, 1.6391)
H (5.0695, -0.4717, 0.0832)
H (4.4876, 2.3558, 1.3216)
H (6.5734, 3.5916, 1.0155)
C (6.7583, 3.1151, 0.0512)
C (5.8400, 2.1269, -0.3906)
C (6.0515, 1.5142, -1.6416)
H (5.3376, 0.7626, -2.0024)
C (7.1464, 1.8878, -2.4281)
H (7.2806, 1.4230, -3.4096)
C (8.0572, 2.8520, -1.9708)
H (8.9096, 3.1359, -2.5908)
C (7.8648, 3.4572, -0.7197)
H (8.5735, 4.2004, -0.3517)
C (-4.1015, -3.0133, -0.0373)
C (-3.5490, -2.5293, 1.1863)
O (-3.4565, -2.3469, 2.3313)
H (-3.3746, -3.7330, -0.4694)
H (-4.1901, -2.1451, -0.7172)
H (-5.0889, -3.4993, 0.1294)

Forces on atoms 1 to 6 (eV/Å):
C 0.461 0.138 0.330
C -0.122 0.618 -0.090
C -0.208 0.622 -0.119
H 0.204 0.353 -0.039
C -0.268 -0.371 0.111
C 0.156 -0.548 0.454

Here are the Löwdin charges for atoms 1 to 6, given in e: C -0.229; C -0.205; C -0.255; H 0.080; C -0.292; C -0.253

=====

Entry 2:
# C20H21F5N5RuS

A structure of composition C20H21F5N5RuS (wB97M-V/def2-TZVPD, the Open Molecules 2025 dataset).

spin multiplicity	2
net charge	+2
HOMO energy (spin up / spin down)	-14.37 / -14.37	eV
⟨S²⟩	0.9430

Element x y z (Å)
Ru (0.3702, 0.6233, -0.0484)
C (-0.8657, -2.3025, -1.2674)
N (-1.0210, -1.5255, -0.0426)
C (-0.9087, -2.2383, 1.2230)
C (-0.5641, -1.2586, 2.3025)
N (-0.2397, 0.0040, 2.0494)
C (0.1282, 0.5634, 3.2511)
C (0.6246, 1.8319, 3.5516)
C (0.9413, 2.0938, 4.8703)
C (0.7627, 1.1334, 5.8679)
C (0.2752, -0.1365, 5.5853)
C (-0.0270, -0.4107, 4.2609)
N (-0.4693, -1.5457, 3.6122)
C (-0.5071, -1.3604, -2.3745)
N (-0.1148, -0.1204, -2.1293)
C (0.2136, 0.4409, -3.3368)
C (0.7252, 1.7023, -3.6489)
C (0.9696, 1.9773, -4.9817)
C (0.7283, 1.0281, -5.9761)
C (0.2199, -0.2314, -5.6825)
C (-0.0276, -0.5145, -4.3480)
N (-0.4878, -1.6390, -3.6901)
H (-1.7744, -2.8669, -1.5253)
H (-0.0463, -3.0223, -1.1422)
H (-1.9103, -1.0207, -0.0715)
H (-0.0923, -2.9693, 1.1617)
H (-1.8302, -2.7820, 1.4852)
H (0.7827, 2.5618, 2.7683)
H (1.3337, 3.0616, 5.1424)
H (1.0155, 1.3813, 6.8868)
H (0.1513, -0.8730, 6.3623)
H (-0.6361, -2.4396, 4.0523)
H (0.9489, 2.4190, -2.8724)
H (1.3535, 2.9454, -5.2629)
H (0.9518, 1.2765, -7.0013)
H (0.0344, -0.9548, -6.4611)
H (-0.7232, -2.5147, -4.1361)
F (3.1824, 1.3224, 1.1915)
C (2.5897, 0.7493, 0.1125)
F (3.1207, 1.3539, -0.9959)
C (2.8948, -0.7470, 0.0521)
F (2.3133, -1.2433, -1.0754)
F (4.1492, -1.1289, 0.0780)
F (2.2306, -1.3715, 1.0623)
C (-2.3784, 3.3433, 0.2194)
S (-1.0011, 2.7807, -0.8193)
C (0.3965, 3.8151, -0.2642)
H (-2.0634, 3.4373, 1.2547)
H (-3.1688, 2.6039, 0.1215)
H (-2.7433, 4.2995, -0.1475)
H (0.5275, 4.6530, -0.9470)
H (1.3019, 3.1975, -0.2878)
H (0.2185, 4.1868, 0.7399)

Forces on atoms 1 to 6 (eV/Å):
Ru -1.721 -1.384 0.575
C -0.089 -0.394 -0.292
N 0.193 0.819 -0.116
C -0.054 -0.346 0.391
C -0.013 -0.005 -0.344
N 0.812 0.467 -1.408

Here are the Löwdin charges for atoms 1 to 6, given in e: Ru 1.187; C -0.101; N -0.094; C -0.106; C -0.287; N 0.046

=====

Entry 3:
# C20H21FN2O6S

A structure of composition C20H21FN2O6S (wB97M-V/def2-TZVPD, the Open Molecules 2025 dataset).

HOMO energy	-8.50	eV
energy relative to the best compared isomer or geometry (same formula, charge and spin)	1514.7	kJ/mol

Element x y z (Å)
C (2.5672, 4.3188, -0.8334)
N (2.6998, 3.2286, 0.0957)
S (2.3891, 1.6094, -0.5309)
O (2.8518, 0.8431, 0.4885)
O (2.8811, 1.8205, -1.8750)
C (0.7444, 1.7663, -0.6008)
C (0.1557, 1.2760, 0.5687)
C (-1.4197, 1.0962, 0.2998)
C (-2.0699, 1.6014, -0.8007)
C (-1.4051, 2.1168, -1.7360)
C (0.1476, 2.0112, -1.8677)
H (0.6303, 2.5170, -2.7728)
H (-2.0492, 2.6223, -2.6156)
H (-3.0939, 1.4405, -0.7043)
N (-2.0652, 0.5241, 1.4047)
C (-3.1817, 0.2116, 1.7526)
O (-4.2695, 0.7254, 1.1800)
C (-3.4148, -0.7684, 2.9044)
H (-4.4114, -1.6004, 2.5809)
H (-3.5376, -0.3113, 3.8191)
O (-2.3275, -1.5629, 2.9053)
C (-2.1759, -2.9515, 2.6428)
O (-3.3484, -3.5919, 2.4739)
C (-0.8476, -3.5960, 2.6506)
C (-0.1113, -2.8983, 1.4376)
C (-0.7337, -2.3639, 0.4481)
O (-1.9561, -2.1189, 0.4308)
C (0.1908, -1.9841, -0.7615)
C (-0.3449, -1.4020, -1.8002)
C (0.2689, -1.0182, -2.8662)
C (1.6391, -1.0563, -2.9416)
C (2.2421, -1.2645, -1.7957)
C (1.5809, -1.8073, -0.5971)
H (2.0633, -1.8884, 0.3268)
H (3.3858, -1.1732, -1.6361)
F (2.4065, -0.7729, -3.9730)
H (-0.3527, -0.7223, -3.9914)
H (-1.3601, -1.5785, -1.7114)
H (0.8648, -3.4774, 1.4446)
H (0.5591, -1.9861, 2.1884)
H (-1.1481, -4.5731, 2.3762)
H (-0.3671, -3.6582, 3.6749)
H (-1.2822, 0.1167, 2.1482)
H (0.6092, 0.9139, 1.3215)
C (2.4235, 3.5665, 1.2405)
H (2.7851, 4.3707, 1.8718)
H (1.2324, 3.7946, 1.5512)
H (2.4939, 2.7051, 2.1122)
H (3.0735, 5.1677, -0.7517)
H (1.6297, 4.6356, -1.0118)
H (2.8401, 3.9637, -1.9438)

Forces on atoms 1 to 6 (eV/Å):
C 1.026 -4.853 -5.090
N 3.374 -2.044 -10.174
S 1.466 8.759 -4.833
O 2.138 -4.559 3.824
O 0.363 -2.104 0.872
C -1.848 -2.211 -0.980

Here are the Löwdin charges for atoms 1 to 6, given in e: C -0.073; N -0.304; S 0.647; O -0.220; O -0.289; C -0.362

=====

Entry 4:
# C20H21N2

A cluster of 2 separate species, C20H21N2 in total (wB97M-V/def2-TZVPD, the Open Molecules 2025 dataset).

net charge	+1
HOMO energy	-10.16	eV
energy relative to the best compared isomer or geometry (same formula, charge and spin)	82.8	kJ/mol

Element x y z (Å)
C (-2.2748, -0.9491, 1.6361)
C (-0.9653, -0.3006, 1.7440)
C (-0.5553, 1.0358, 1.8735)
C (0.8727, 1.0459, 1.7569)
C (1.2912, -0.2874, 1.6530)
C (2.6073, -0.9313, 1.5822)
N (0.1654, -1.0579, 1.6369)
H (-3.0671, -0.1954, 1.6118)
H (-2.3270, -1.5654, 0.7247)
H (-2.4379, -1.6248, 2.4871)
H (-1.2104, 1.8896, 2.0118)
H (1.5285, 1.9116, 1.7277)
H (3.3980, -0.1750, 1.5652)
H (2.7698, -1.6016, 2.4409)
H (2.6770, -1.5525, 0.6771)
H (0.1698, -2.0718, 1.5658)
C (-0.2175, 2.3839, 4.9885)
C (-1.6808, 2.3416, 4.9997)
N (-2.4454, 3.3899, 4.7067)
C (-3.8453, 3.4387, 4.9444)
C (-4.6145, 2.5453, 5.6649)
C (-5.9916, 2.8198, 5.7787)
C (-6.5459, 3.9660, 5.1780)
C (-5.7387, 4.8784, 4.4807)
C (-4.3691, 4.6175, 4.3689)
C (-3.2672, 5.3276, 3.7582)
C (-2.0850, 4.5718, 3.9854)
C (-0.8475, 5.0078, 3.5410)
C (-0.7917, 6.2169, 2.8201)
C (-1.9586, 6.9564, 2.5676)
C (-3.2046, 6.5250, 3.0431)
H (0.1472, 1.5129, 5.5516)
H (0.1827, 2.2845, 3.9700)
H (0.1884, 3.3005, 5.4421)
H (-2.1950, 1.5157, 5.4895)
H (-4.1416, 1.6783, 6.1226)
H (-6.6316, 2.1362, 6.3351)
H (-7.6234, 4.1392, 5.2591)
H (-6.1493, 5.7754, 4.0189)
H (0.0456, 4.4341, 3.7628)
H (0.1717, 6.5790, 2.4582)
H (-1.8857, 7.8803, 1.9908)
H (-4.1196, 7.0900, 2.8653)

Forces on atoms 1 to 6 (eV/Å):
C -0.708 -0.376 0.131
C 0.848 1.432 0.238
C -0.129 -1.288 -0.402
C 0.274 -1.039 0.264
C -0.825 1.397 0.113
C 0.721 -0.319 -0.148

Here are the Löwdin charges for atoms 1 to 6, given in e: C -0.046; C -0.340; C -0.083; C -0.066; C -0.334; C -0.042

=====

Entry 5:
# C20H21N3O2

The molecule C20H21N3O2 (wB97M-V/def2-TZVPD, the Open Molecules 2025 dataset).

SMILES string	CCOc1ccccc1C(=O)N[C@H](C)c1ccc(-n2ccnc2)cc1
HOMO energy	-8.68	eV
energy relative to the best compared isomer or geometry (same formula, charge and spin)	160.0	kJ/mol

Element x y z (Å)
C (3.4759, 3.2514, 1.8155)
C (2.4743, 3.0579, 0.6824)
H (2.7894, 3.5986, -0.2198)
O (2.2418, 1.6930, 0.3971)
C (3.2153, 0.9433, -0.1748)
C (4.3263, 1.4401, -0.8512)
C (5.2129, 0.5750, -1.4687)
C (5.0107, -0.7926, -1.4309)
C (3.9111, -1.2967, -0.7575)
C (3.0202, -0.4457, -0.1233)
C (1.8799, -1.0002, 0.6749)
O (1.7339, -0.8125, 1.8625)
N (1.0523, -1.7842, -0.0595)
H (1.2040, -1.8684, -1.0518)
C (-0.1210, -2.4144, 0.5053)
C (-1.3753, -1.5905, 0.3086)
C (-1.5556, -0.7911, -0.8118)
C (-2.7234, -0.0742, -0.9909)
C (-3.7391, -0.1455, -0.0438)
C (-3.5642, -0.9412, 1.0847)
C (-2.3937, -1.6540, 1.2518)
H (-2.2628, -2.2607, 2.1354)
H (-4.3378, -0.9845, 1.8360)
N (-4.9284, 0.5706, -0.2240)
C (-6.1808, 0.1934, 0.1557)
N (-7.0818, 1.0701, -0.1756)
C (-6.4066, 2.0779, -0.7913)
C (-5.0763, 1.7868, -0.8412)
H (-4.2434, 2.3414, -1.2206)
H (-6.9216, 2.9424, -1.1588)
H (-6.3884, -0.7388, 0.6413)
H (-2.8536, 0.5315, -1.8750)
H (-0.7781, -0.7174, -1.5574)
C (-0.3069, -3.8048, -0.1045)
H (0.5845, -4.4076, 0.0516)
H (-1.1536, -4.3044, 0.3580)
H (-0.4973, -3.7241, -1.1733)
H (0.0751, -2.4993, 1.5804)
H (3.7524, -2.3642, -0.6995)
H (5.7059, -1.4612, -1.9146)
H (6.0702, 0.9803, -1.9857)
H (4.5085, 2.5019, -0.9069)
H (1.4931, 3.4345, 0.9833)
H (3.5452, 4.3053, 2.0708)
H (3.1456, 2.6926, 2.6874)
H (4.4610, 2.8901, 1.5296)

Forces on atoms 1 to 6 (eV/Å):
C -0.215 -0.206 -0.279
C 0.139 0.432 0.194
H -0.097 -0.065 0.066
O 0.057 -0.325 -0.109
C 0.012 -0.264 -0.095
C -0.202 0.246 0.145

Here are the Löwdin charges for atoms 1 to 6, given in e: C -0.058; C -0.237; H 0.114; O -0.037; C -0.216; C -0.016

=====

Entry 6:
# C20H21N3O5S

The molecule C20H21N3O5S (wB97M-V/def2-TZVPD, the Open Molecules 2025 dataset).

SMILES string	Cc1cc(O)c([C@@H](c2cccc(NS(=O)(=O)c3cn(C)cn3)c2)C2CC2)c(=O)o1
HOMO energy	-7.90	eV
energy relative to the best compared isomer or geometry (same formula, charge and spin)	678.0	kJ/mol

Element x y z (Å)
O (-0.3005, -2.1710, 3.9200)
O (1.0189, 0.3903, -1.1929)
O (0.0051, 1.5271, -3.1574)
N (0.2548, 3.9823, 0.0219)
O (0.3633, -3.6747, -0.5891)
O (1.8788, -2.3449, 3.1704)
C (0.4736, -2.4661, 3.0321)
C (1.1466, 4.9394, -0.0437)
C (2.0682, -3.2369, 0.8825)
C (0.7018, -3.3458, 0.6728)
C (1.7691, 3.6912, -1.7665)
C (2.5542, -2.7165, 2.0517)
C (-0.1624, -2.9762, 1.7138)
C (0.7579, 3.1924, -1.0774)
C (-3.4135, -1.8494, -1.6542)
C (-2.8470, -0.5673, -1.8394)
C (-2.9952, -2.6167, -0.5657)
C (-1.4967, -0.8994, 0.2021)
C (-1.9116, -0.0351, -0.8347)
C (-1.9299, -2.1600, 0.3328)
N (2.0930, 4.7624, -0.9881)
N (-1.4387, 1.2861, -0.9164)
C (3.9931, -2.5652, 2.1816)
C (3.3103, 5.4631, -1.2191)
C (-1.6534, -3.0336, 1.4497)
C (-3.2334, -5.1392, 1.8974)
C (-1.8560, -5.5018, 2.4941)
C (-1.9763, -4.5357, 1.2767)
S (0.1635, 1.4966, -1.7360)
H (-0.3430, -3.0797, -0.9497)
H (1.1329, 5.7148, 0.6973)
H (2.7328, -3.4746, 0.0688)
H (2.2535, 3.2403, -2.5798)
H (-4.2317, -2.1121, -2.3264)
H (-3.1500, 0.1108, -2.7405)
H (-3.5377, -3.5320, -0.2915)
H (-0.8828, -0.4485, 0.9209)
H (-1.5526, 1.9354, -0.1800)
H (4.3082, -3.0520, 3.0887)
H (4.4176, -1.5348, 2.1517)
H (4.4627, -3.0828, 1.4079)
H (4.0544, 4.6299, -1.1446)
H (3.4075, 6.0294, -2.0836)
H (3.4870, 6.1980, -0.3855)
H (-2.1330, -2.7314, 2.3765)
H (-3.6809, -6.0373, 1.4489)
H (-3.8343, -4.3664, 2.5355)
H (-1.5207, -4.9845, 3.4497)
H (-1.2983, -6.4438, 2.2645)
H (-1.5899, -4.9058, 0.3147)

Forces on atoms 1 to 6 (eV/Å):
O 1.620 0.105 0.057
O -1.485 2.737 -1.094
O -0.043 0.514 0.059
N 1.575 -1.845 -2.824
O -0.872 0.286 -0.693
O -2.180 -0.502 -1.454

Here are the Löwdin charges for atoms 1 to 6, given in e: O 0.083; O -0.354; O -0.309; N 0.117; O 0.081; O 0.131

=====

Q: Which E values were calculated for the entries above? A: -1635.2562; -2040.3525; -1833.1942; -883.9931; -1089.4914; -1713.2123, in a.u..